Entry 1:
86
Properties=species:S:1:pos:R:3:forces:R:3:lowdin_charge:R:1 method="wB97M-V/def2-TZVPD" multiplicity=1 charge=+3 e_homo_ev=-15.10 e_tot_ev=-159551.2780 orbital_gap_ha=0.2016 lumo_energy_ev=-9.62
Pd -0.79696 1.48186 -0.75144 -0.69 0.44 0.07 1.04
Se -1.67263 2.89087 6.89376 -0.06 0.13 0.13 1.24
N -1.57977 3.83062 5.39204 0.07 -0.04 -0.21 -0.20
C -1.21949 3.00173 4.44855 0.00 0.11 -0.01 -0.35
C -1.03987 3.43216 3.06013 0.04 0.20 0.08 -0.06
C -1.16559 4.77286 2.69732 0.00 -0.10 -0.05 0.06
C -0.97593 5.13388 1.37644 0.01 0.05 0.11 0.00
C -0.72998 4.14227 0.45570 0.09 -0.27 0.10 -0.11
N -0.64476 2.83773 0.79830 -0.22 0.32 -0.50 -0.02
C -0.74180 2.48345 2.09230 -0.03 -0.27 -0.02 -0.15
C -0.43386 1.02957 2.39392 -0.27 -0.16 -0.05 -0.12
N 0.80217 -1.30842 1.49410 -2.19 -0.61 0.06 -0.10
C 0.27551 -2.21925 2.51214 2.52 -1.48 -0.93 -0.14
C -0.05726 -1.90038 3.72029 -1.03 1.24 2.38 -0.01
C -0.38334 -0.61031 4.34401 0.42 -1.11 0.25 0.01
C -0.58413 0.60910 3.85591 -0.30 0.60 -0.36 -0.08
C -1.01036 1.64182 4.82591 0.02 0.16 -0.14 -0.34
N -1.20115 1.39249 6.09035 0.02 -0.33 0.12 -0.22
H -1.39916 5.50425 3.46054 0.00 -0.01 0.00 0.14
H -1.04045 6.16231 1.05249 0.03 0.02 0.01 0.13
H -0.61053 4.37523 -0.58918 0.05 0.02 -0.05 0.11
H 0.26204 -3.27140 2.25425 0.13 0.00 -0.27 0.13
H -0.21064 -2.76749 4.35152 -0.41 0.09 0.11 0.13
H -0.58865 -0.67330 5.40523 0.13 -0.16 0.06 0.12
O 0.35036 -3.00907 -2.40074 0.10 0.08 -0.05 -0.23
S 1.70849 -2.88210 -2.00376 0.04 0.01 -0.02 0.69
O 2.75880 -2.65503 -2.92458 -0.15 0.03 0.03 -0.19
O 1.74364 -1.54426 -0.95290 -0.02 0.04 -0.17 -0.31
C 2.14375 -4.06964 -0.78044 0.00 -0.06 0.01 -0.26
C 2.35848 -5.40048 -1.09074 -0.03 0.04 -0.02 0.00
C 2.73395 -6.24679 -0.05532 0.00 -0.04 -0.05 0.00
C 2.90504 -5.76712 1.23847 0.00 0.05 0.05 -0.01
C 2.70251 -4.42572 1.53326 0.02 -0.03 -0.05 -0.02
C 2.29964 -3.57354 0.51052 0.15 -0.01 -0.11 -0.25
P 2.07964 -1.81446 0.57202 0.10 0.04 0.36 0.92
C -0.56153 -1.08895 1.00571 0.64 1.43 -1.37 -0.24
C -1.19727 0.08327 1.45019 -0.04 0.59 0.01 -0.14
C -2.57259 0.25588 1.13713 0.64 0.26 0.22 -0.03
C -3.24090 -0.67192 0.37811 -0.10 -0.35 -0.26 -0.06
C -2.56011 -1.78532 -0.12563 0.29 -0.06 0.29 -0.03
C -1.22123 -1.98857 0.18116 -0.54 -0.35 -0.19 -0.01
C 3.49612 -0.93392 1.09402 0.06 -0.05 -0.11 -0.28
C 3.50844 -0.23314 2.30365 -0.04 0.03 0.00 -0.05
C 4.68763 0.35879 2.72552 -0.05 0.00 0.00 -0.04
C 5.83118 0.25898 1.94565 0.03 -0.01 -0.03 -0.02
C 5.81746 -0.43750 0.73991 -0.01 0.00 -0.01 -0.03
C 4.65507 -1.04814 0.31176 -0.01 0.01 0.02 -0.04
H 2.25193 -5.76936 -2.10193 -0.01 -0.01 -0.02 0.14
H 2.91149 -7.29277 -0.26561 0.00 0.00 0.00 0.14
H 3.21563 -6.44483 2.02142 0.00 0.00 0.01 0.13
H 2.87206 -4.05414 2.53495 -0.01 0.02 0.03 0.13
H 0.62229 0.90509 2.15094 0.08 0.11 -0.03 0.14
H -3.09612 1.13743 1.49577 0.06 -0.09 0.13 0.13
H -4.29128 -0.53169 0.15718 -0.01 -0.03 0.01 0.13
H -3.07934 -2.50638 -0.74219 0.00 -0.03 0.00 0.13
H -0.71164 -2.87808 -0.17027 -0.09 0.07 -0.03 0.12
H 2.61295 -0.15919 2.90814 0.01 -0.03 0.01 0.10
H 4.71681 0.89721 3.66231 -0.01 0.00 0.01 0.12
H 6.74772 0.72598 2.28023 0.01 0.00 0.00 0.13
H 6.71495 -0.50530 0.14125 0.01 0.00 0.00 0.13
H 4.64502 -1.59594 -0.62461 0.00 -0.01 0.01 0.12
Cl -5.43669 4.68617 -1.06524 0.03 -0.01 -0.01 0.79
C -4.04811 4.12560 -1.89275 0.00 0.03 -0.11 -0.63
C -3.79108 4.48723 -3.21171 0.03 -0.06 0.10 -0.02
C -2.64823 3.99072 -3.81814 -0.08 0.04 0.07 0.00
C -1.80738 3.15837 -3.10403 0.10 0.03 -0.13 -0.10
N -2.06043 2.82381 -1.83300 0.52 -0.34 0.05 -0.05
C -3.15830 3.29432 -1.23411 -0.12 -0.07 0.23 -0.15
H -4.47185 5.14020 -3.74124 -0.01 0.00 0.00 0.14
H -2.40756 4.24890 -4.83932 0.02 -0.01 -0.01 0.13
H -0.91315 2.74943 -3.55210 -0.01 0.05 -0.01 0.11
H -3.33457 3.00847 -0.20391 0.00 0.02 -0.08 0.11
C -1.30697 -1.26385 -6.37035 -0.02 -0.01 -0.07 -0.01
C -1.18035 -0.69718 -4.99733 0.06 0.02 0.14 -0.21
C 0.02941 -0.15117 -4.54784 -0.12 -0.15 -0.18 0.01
C 0.12366 0.35359 -3.27757 0.22 0.07 0.24 -0.14
N -0.91485 0.35052 -2.42540 -0.20 -0.01 0.22 -0.10
C -2.08487 -0.15244 -2.84173 -0.01 0.05 0.09 -0.11
C -2.24860 -0.68462 -4.09996 0.12 -0.06 -0.13 0.03
H -0.95540 -0.54975 -7.11552 0.02 0.00 0.00 0.10
H -2.33368 -1.53425 -6.60188 -0.01 -0.01 -0.01 0.09
H -0.68590 -2.15705 -6.46273 0.01 0.00 0.01 0.11
H 0.89652 -0.12012 -5.19306 0.02 -0.02 -0.02 0.14
H 1.05036 0.78723 -2.91643 -0.01 -0.03 0.01 0.13
H -2.90976 -0.09774 -2.14474 0.03 0.01 -0.03 0.11
H -3.21465 -1.07731 -4.38503 -0.02 -0.01 -0.01 0.13

---

Entry 2:
81
Properties=species:S:1:pos:R:3:forces:R:3:lowdin_charge:R:1 method="wB97M-V/def2-TZVPD" multiplicity=1 charge=-2 e_homo_ev=-0.49 e_tot_ev=-139843.9288 orbital_gap_ha=0.1662 lumo_energy_ev=4.03
C 3.44043 -1.27838 2.39468 0.40 -0.20 0.01 -0.06
C 2.26736 -0.33549 2.19720 -1.88 -0.81 0.64 -0.54
C 0.99194 -0.89352 2.56667 1.63 0.86 -0.49 -0.08
C -0.25136 -0.25886 2.28701 -0.23 0.13 -0.11 -0.23
C -0.31613 1.08540 1.82184 -0.12 0.06 -0.16 -0.05
C -1.51659 1.64348 1.41058 -0.31 -0.56 0.20 -0.14
C -2.70196 0.89329 1.46202 -0.11 0.13 -0.10 -0.17
C -2.67172 -0.41763 1.96204 0.22 0.26 0.12 -0.13
C -1.47955 -0.97077 2.40244 0.25 0.24 -0.08 -0.06
O 2.46565 0.79685 1.71246 0.65 0.30 -0.30 -0.10
H 3.37871 -2.11098 1.67833 0.06 0.11 0.16 0.06
H 4.37826 -0.74160 2.23123 -0.05 -0.03 0.00 0.06
H 3.44088 -1.69897 3.40742 -0.01 -0.02 -0.15 0.07
H 1.00936 -1.85651 3.03928 -0.02 0.24 -0.31 0.03
H 0.61689 1.63854 1.75276 -0.31 -0.13 0.02 0.08
H -1.53230 2.66829 1.04147 -0.04 -0.11 0.03 0.08
H -3.64272 1.32762 1.12143 0.15 -0.09 0.05 0.07
H -3.58631 -1.00752 2.01216 0.12 0.10 0.01 0.08
H -1.44156 -1.97432 2.82343 -0.13 0.21 -0.20 0.07
O 4.10830 -4.72037 4.01157 -2.06 0.20 -0.61 0.13
C 3.01693 -4.86371 3.63873 2.83 -0.83 1.43 -0.12
Co 1.46642 -5.19735 2.90878 2.34 3.09 -2.04 0.15
C 0.69454 -3.92119 3.76329 -2.07 4.26 1.21 -0.18
O 0.25552 -3.11549 4.49920 1.87 -2.33 -2.24 0.09
C 2.46738 -5.32380 1.48069 1.06 1.22 -3.16 -0.19
O 3.24741 -5.23907 0.61872 -1.07 -0.72 1.59 0.11
C 0.67342 -6.79105 3.06256 -0.18 -2.64 2.16 -0.29
C 0.52754 -5.95690 4.19276 -1.83 -3.14 1.67 -0.33
C 0.37036 -6.05566 5.55026 -0.35 -0.67 -0.15 -0.09
C -0.21419 -5.15980 6.49816 0.32 0.00 0.90 -0.24
C 0.09223 -5.41500 7.86258 -0.13 0.47 -0.03 -0.08
C -0.17525 -4.46936 8.84372 -0.07 0.20 -0.24 -0.14
C -0.73635 -3.23296 8.47774 0.08 -0.08 0.20 -0.14
C -1.22610 -3.05952 7.17532 -0.07 -0.38 0.25 -0.10
C -1.07775 -4.06825 6.23047 -0.49 -0.48 0.58 -0.07
Co -0.80621 -6.01755 2.24178 0.85 0.32 0.39 -0.05
C -1.94877 -4.73478 2.34545 -2.57 1.84 0.15 -0.21
O -2.85331 -3.99566 2.35529 1.44 -1.02 0.04 0.06
C -1.80360 -7.39255 2.43776 -0.92 -0.74 0.61 -0.22
O -2.48999 -8.32961 2.51938 0.67 0.72 -0.18 0.07
P -0.33522 -6.21994 0.21473 -0.31 0.00 -0.26 1.03
C 0.25674 -4.79461 -0.76893 -0.15 0.05 -0.39 -0.33
C 0.28708 -4.90912 -2.16624 0.21 0.51 -0.08 -0.11
C 0.68923 -3.82286 -2.94919 0.02 -0.22 0.16 -0.10
C 1.08068 -2.62758 -2.33560 -0.16 -0.19 0.16 -0.09
C 0.97911 -2.48944 -0.94764 0.06 -0.07 -0.19 -0.04
C 0.54923 -3.56399 -0.16310 -0.17 0.03 -0.15 -0.07
C 0.79066 -7.62243 -0.11548 0.20 0.15 -0.43 -0.33
C 1.86493 -7.51533 -1.00382 0.00 -0.60 0.16 -0.09
C 2.69915 -8.61864 -1.21171 -0.08 0.03 0.15 -0.08
C 2.44792 -9.82784 -0.55605 0.07 0.16 -0.08 -0.11
C 1.36512 -9.93874 0.31766 -0.13 0.30 -0.07 -0.09
C 0.54492 -8.83249 0.55145 0.23 -0.22 -0.21 -0.10
C -1.80334 -6.70916 -0.77904 0.09 -0.04 -0.34 -0.31
C -1.87323 -7.89369 -1.52353 -0.39 0.26 -0.05 -0.08
C -3.04171 -8.20507 -2.22637 0.00 0.17 0.16 -0.10
C -4.13730 -7.33932 -2.19203 0.16 -0.10 0.05 -0.11
C -4.06329 -6.14996 -1.46034 0.27 -0.09 0.06 -0.08
C -2.89715 -5.83068 -0.76139 -0.27 -0.20 -0.26 -0.07
H 0.97253 -7.82653 3.02195 0.48 -0.01 0.01 0.07
H 0.80190 -6.96943 5.99214 -0.71 -0.04 -0.26 0.10
H 0.58533 -6.35866 8.11501 -0.09 0.32 -0.05 0.09
H 0.07344 -4.69776 9.88400 -0.01 0.23 -0.27 0.08
H -0.80486 -2.42579 9.21030 -0.13 -0.24 -0.18 0.08
H -1.73080 -2.13363 6.88808 0.04 -0.31 0.16 0.10
H -1.65087 -4.04078 5.30295 0.51 0.14 0.15 0.11
H -0.01598 -5.84731 -2.63806 0.08 0.29 0.08 0.10
H 0.68911 -3.92160 -4.03687 0.09 0.07 0.27 0.09
H 1.44448 -1.79765 -2.94495 -0.17 -0.19 0.20 0.10
H 1.23476 -1.54392 -0.46846 -0.11 -0.20 0.00 0.11
H 0.42132 -3.42564 0.91826 0.18 -0.12 -0.48 0.08
H 2.04196 -6.57875 -1.53113 0.06 -0.27 0.21 0.09
H 3.55605 -8.51217 -1.87757 -0.19 -0.13 0.13 0.10
H 3.10253 -10.68629 -0.71648 -0.15 0.23 0.00 0.09
H 1.15188 -10.88405 0.81912 0.10 0.25 -0.10 0.10
H -0.30010 -8.92734 1.23811 0.33 0.12 -0.26 0.09
H -1.01719 -8.56718 -1.56959 -0.25 0.17 0.04 0.10
H -3.08584 -9.13503 -2.79308 -0.06 0.21 0.07 0.09
H -5.04916 -7.59588 -2.73284 0.21 0.08 0.13 0.09
H -4.91724 -5.47269 -1.42535 0.22 -0.15 -0.04 0.10
H -2.83819 -4.88810 -0.21130 0.00 -0.33 -0.10 0.10

---

Entry 3:
83
Properties=species:S:1:pos:R:3:forces:R:3:lowdin_charge:R:1 method="wB97M-V/def2-TZVPD" multiplicity=6 charge=+2 e_homo_ev="-13.34 / -13.64" e_tot_ev=-88212.0411 s_squared=8.784 orbital_gap_ha="0.2588 / 0.1175" lumo_energy_ev="-6.30 / -10.45"
Ru 12.95899 9.87825 14.32544 -0.56 0.67 -1.51 0.98
O 17.59703 11.71198 13.85786 0.66 1.67 -0.02 -0.45
S 16.41843 10.89472 14.13026 1.22 -1.87 1.19 0.94
C 16.81917 9.97900 15.68366 -0.73 -0.16 0.01 -0.33
C 18.17423 9.84256 15.90830 0.17 0.00 1.63 -0.08
C 18.60651 9.16973 17.07623 0.05 -0.66 -1.04 -0.01
C 17.70384 8.43121 17.86465 0.24 1.20 -0.52 -0.02
C 16.34842 8.58029 17.58012 -0.31 0.08 0.25 -0.08
C 15.86443 9.37836 16.52381 0.90 -0.24 -1.12 -0.32
P 14.05156 9.54297 16.18508 2.88 -0.63 4.46 0.90
C 13.76242 10.76138 17.51486 -1.09 -0.12 0.30 -0.34
C 13.58791 12.11081 17.13812 -0.01 -0.50 0.04 -0.11
C 13.12569 13.02061 18.07359 0.00 -0.49 0.74 -0.04
C 12.83966 12.56809 19.39588 -0.01 2.13 -1.45 -0.05
C 13.15489 11.30540 19.78529 0.41 -0.66 -0.05 -0.07
C 13.59118 10.37002 18.85716 -0.02 0.62 -1.11 -0.07
C 13.55864 7.84990 16.67889 -0.90 -0.73 -0.38 -0.38
C 14.31160 6.77617 16.17891 0.72 0.56 -0.62 -0.12
C 13.97131 5.44901 16.37746 -0.49 0.00 -0.29 -0.05
C 12.77618 5.13869 17.03629 0.56 1.39 -0.04 -0.04
C 11.94343 6.19863 17.42786 0.19 -0.52 0.57 -0.06
C 12.33092 7.52472 17.27385 0.20 0.40 -0.18 -0.10
C 16.75773 9.48954 13.05336 -0.21 0.02 0.47 -0.39
C 17.97102 8.81760 12.99156 -0.03 0.32 -0.87 0.00
C 18.17328 7.89505 11.91824 -0.16 1.21 2.44 -0.02
C 17.07980 7.48153 11.21081 -0.80 0.19 -1.14 -0.04
C 15.81590 8.09390 11.39922 -0.24 -0.59 -1.31 -0.05
C 15.70520 9.20884 12.21044 -0.50 -0.98 -0.22 -0.40
P 14.22371 10.23935 12.31703 0.65 0.38 -1.18 0.95
C 14.82820 11.90361 11.73522 1.74 -0.38 -0.18 -0.24
C 16.14833 12.15452 11.29002 -1.11 -2.74 0.45 -0.05
C 16.53142 13.41954 10.94785 2.54 -0.61 -0.87 0.03
C 15.66163 14.49782 10.98699 -1.94 1.55 1.22 0.03
C 14.39083 14.32544 11.50257 -0.18 -0.96 -0.10 0.02
C 13.93893 13.01570 11.80779 0.23 0.88 0.15 0.06
C 13.12679 9.79294 10.99526 1.02 0.48 -2.03 -0.39
C 13.52458 9.48151 9.66652 -1.92 -0.83 -0.40 -0.05
C 12.51791 8.99708 8.79213 1.29 -0.07 -0.15 -0.05
C 11.22953 8.81244 9.23687 -1.24 0.29 0.62 -0.04
C 10.80398 9.35348 10.46599 0.66 -0.65 -0.43 -0.03
C 11.78266 9.89315 11.28534 -1.30 0.25 1.01 -0.14
H 18.86591 10.30900 15.21968 0.14 0.18 0.36 0.10
H 19.68113 9.10626 17.23825 -0.24 0.00 0.16 0.12
H 18.04171 7.81787 18.71182 -0.19 0.39 -0.50 0.13
H 15.65900 8.06951 18.24504 -0.11 0.04 -0.24 0.11
H 13.79995 12.41590 16.10725 -0.20 -0.02 0.37 0.09
H 13.01804 14.06315 17.78310 -0.21 -0.21 0.22 0.12
H 12.38653 13.27955 20.08732 0.31 -0.22 -0.05 0.12
H 13.10994 11.06978 20.82430 -0.30 -0.41 0.50 0.11
H 13.76493 9.35612 19.14735 0.08 -0.47 0.18 0.10
H 15.20400 7.02219 15.59075 -0.19 -0.30 0.31 0.11
H 14.59110 4.67305 15.92906 -0.07 0.13 0.37 0.12
H 12.56616 4.12532 17.29086 -0.43 -0.52 -0.05 0.11
H 11.02444 5.97471 17.96467 0.08 0.08 -0.18 0.12
H 11.69816 8.33312 17.61847 -0.18 -0.09 0.12 0.11
H 18.74397 9.13681 13.69352 -0.03 -0.47 -0.58 0.11
H 19.16125 7.50050 11.78374 0.20 -0.27 -0.24 0.12
H 17.26642 6.80314 10.37138 -0.52 -0.08 0.51 0.13
H 14.92048 7.76507 10.82750 1.01 0.12 0.32 0.12
H 16.86625 11.30332 11.23522 -0.60 0.98 0.04 0.14
H 17.59688 13.56586 10.64780 -1.02 0.02 0.28 0.17
H 16.01598 15.49312 10.78769 0.08 0.19 -0.31 0.14
H 13.67889 15.10353 11.70632 0.12 0.52 -0.29 0.13
H 12.93347 12.85190 12.17273 -0.15 0.12 -0.01 0.11
H 14.51587 9.49042 9.25543 0.49 0.20 0.40 0.11
H 12.74200 8.66606 7.75787 0.15 0.35 0.87 0.13
H 10.52173 8.27660 8.60929 0.05 0.22 0.05 0.12
H 9.78928 9.22969 10.83725 0.09 0.32 -0.32 0.12
H 11.48882 10.41534 12.21780 0.11 -0.70 -0.68 0.06
O 7.68444 11.89616 14.78297 1.18 0.27 -0.71 0.10
C 7.53704 10.61745 14.63954 -3.78 -0.72 0.79 -0.52
O 6.43324 10.04000 14.78564 3.04 0.89 -0.59 0.07
C 8.76248 9.81965 14.39431 2.22 1.23 0.56 -0.03
C 8.86320 8.45384 14.30697 1.01 -0.86 -0.30 0.04
N 10.18676 8.08983 14.23174 0.04 3.41 0.68 0.08
N 10.99592 9.24818 14.37400 -3.04 -0.68 -0.66 -0.10
C 10.12956 10.33722 14.45529 -0.90 -4.30 -0.86 -0.09
C 10.71647 11.67917 14.36263 -0.83 3.54 1.34 -0.46
O 9.94000 12.70318 14.47504 2.76 -2.47 -0.94 0.10
O 12.00550 11.78873 14.28196 -1.20 -0.22 -0.19 -0.17
H 8.71812 12.29566 14.53400 -1.74 -0.54 0.78 0.05
H 8.05813 7.71737 14.30969 0.31 0.29 -0.09 0.16
H 10.61917 7.19298 14.04889 -0.10 0.15 0.27 0.17